Molecular formula: C14H28BN2O5Pb
Method: DFT, the ωB97M-V functional and the def2-TZVPD basis

## Properties
HOMO energy = -0.3849 hartree
Total charge = +1
Spin multiplicity = 1
LUMO = -2.48 eV

XYZ file:
```
51
Properties=species:S:1:pos:R:3:mulliken_charge:R:1
Pb -1.080 2.070 -1.208 1.0038
C -0.677 -2.531 -3.072 -0.9838
N -2.017 -2.212 -2.577 0.0844
C -3.050 -3.158 -2.973 -0.9408
C -2.240 -1.034 -1.994 1.0000
O -1.334 -0.197 -1.866 -0.6210
C -3.656 -0.733 -1.513 -1.0230
O -3.724 0.394 -0.678 -0.3748
C -3.828 0.157 0.703 -1.1217
C -2.549 0.507 1.457 1.0133
O -1.647 1.160 0.913 -0.6080
N -2.449 0.115 2.727 0.1073
C -1.261 0.457 3.506 -0.9639
C -3.519 -0.503 3.497 -1.0466
H -0.442 -3.561 -2.807 0.3408
H -0.635 -2.426 -4.158 0.3373
H 0.046 -1.861 -2.622 0.2375
H -2.720 -4.167 -2.729 0.3194
H -3.995 -2.974 -2.474 0.3849
H -3.209 -3.099 -4.052 0.3281
H -4.258 -0.505 -2.396 0.4345
H -4.089 -1.608 -1.023 0.3721
H -4.617 0.815 1.077 0.4743
H -4.126 -0.875 0.904 0.4386
H -0.456 0.754 2.845 0.2050
H -1.483 1.282 4.185 0.3310
H -0.956 -0.411 4.091 0.3540
H -4.449 -0.545 2.939 0.4102
H -3.238 -1.513 3.796 0.3330
H -3.692 0.089 4.396 0.3521
C 4.099 3.028 -0.529 -1.9726
C 3.319 2.007 0.294 1.5894
C 3.807 2.034 1.734 -1.7450
O 1.928 2.411 0.266 -0.5434
B 1.255 1.619 -0.621 0.4186
O 2.029 0.599 -1.098 -0.4766
C 3.278 0.581 -0.360 1.6294
C 3.159 -0.551 0.660 -1.8295
C 4.409 0.284 -1.329 -1.8242
H 3.949 4.014 -0.090 0.5161
H 3.745 3.057 -1.560 0.3450
H 5.163 2.798 -0.525 0.3623
H 3.833 3.064 2.088 0.4667
H 4.812 1.617 1.799 0.3383
H 3.144 1.469 2.387 0.3123
H 2.311 -0.380 1.326 0.1863
H 4.065 -0.652 1.256 0.3618
H 2.985 -1.483 0.123 0.5114
H 4.408 0.986 -2.161 0.3658
H 4.279 -0.720 -1.731 0.4571
H 5.375 0.331 -0.825 0.3529
```